Model one:
Here is a cluster of 20 separate species, H39O20 in total from the Open Molecules 2025 dataset. Energies are from wB97M-V/def2-TZVPD.

Geometry (Å):
O  0.75  -3.27  -0.29
H  0.13  -0.42  0.75
O  3.85  2.48  3.35
H  3.65  2.63  2.40
H  3.90  1.53  3.28
O  4.05  -0.54  -4.10
H  -1.01  3.05  -1.59
H  4.00  -1.48  -4.19
O  -5.33  -1.71  2.40
H  -5.29  -1.58  1.44
H  -1.52  1.11  0.89
O  -1.93  1.96  1.06
H  -0.55  -0.90  -2.15
H  4.18  -0.33  -3.18
O  -1.70  -5.96  -0.34
H  1.27  -2.44  -0.37
H  0.16  -3.03  0.44
O  -3.97  -1.92  -3.62
H  -3.67  -1.12  -3.25
H  -3.91  -2.72  -3.10
O  0.55  4.66  1.39
H  -2.17  -5.23  0.02
H  3.90  -1.26  -1.24
O  1.46  -0.92  -1.16
H  1.59  0.06  -1.07
H  0.53  -0.95  -1.40
O  0.05  -0.55  1.70
H  0.93  -0.67  2.07
H  3.79  -2.70  -1.99
O  -1.42  -1.33  -2.07
H  -4.37  -1.85  2.30
H  -1.57  -1.39  -3.01
O  0.75  1.44  -0.54
H  -3.34  1.33  2.79
H  -0.77  -5.77  -0.19
O  4.17  0.40  -0.70
H  3.32  0.72  -0.33
H  1.42  4.32  1.18
O  -0.94  3.99  -1.82
H  -0.10  3.96  1.39
H  -1.87  4.21  -1.98
O  2.71  -1.42  3.26
H  2.22  -0.89  3.91
H  1.99  -2.01  3.00
O  -2.60  -1.37  0.40
H  -1.68  -1.18  0.23
H  1.79  1.83  0.45
O  -3.80  0.50  2.96
H  -2.94  -0.91  -0.38
H  -3.10  -0.12  3.10
O  4.36  -2.03  -1.62
H  -1.44  2.54  0.47
H  0.48  2.23  -1.00
O  -3.67  3.30  -0.93
H  -4.02  3.99  -0.35
H  -3.34  2.73  -0.21
O  2.67  2.20  0.90
H  3.37  2.43  0.30
H  4.56  1.22  -1.04

The spin multiplicity is 1. Its total charge is -1.

The computed Mulliken charges, all in e, follow: atom 1 (O): -0.635, atom 2 (H): 0.256, atom 3 (O): -0.660, atom 4 (H): 0.397, atom 5 (H): 0.296, atom 6 (O): -0.641, atom 7 (H): 0.212, atom 8 (H): 0.295, atom 9 (O): -0.617, atom 10 (H): 0.325, atom 11 (H): 0.443, atom 12 (O): -0.637, atom 13 (H): 0.373, atom 14 (H): 0.358, atom 15 (O): -0.636, atom 16 (H): 0.338, atom 17 (H): 0.313, atom 18 (O): -0.632, atom 19 (H): 0.306, atom 20 (H): 0.328, atom 21 (O): -0.646, atom 22 (H): 0.312, atom 23 (H): 0.392, atom 24 (O): -0.441, atom 25 (H): 0.275, atom 26 (H): -0.015, atom 27 (O): -0.506, atom 28 (H): 0.188, atom 29 (H): 0.295, atom 30 (O): -0.517, atom 31 (H): 0.256, atom 32 (H): 0.286, atom 33 (O): -0.633, atom 34 (H): 0.273, atom 35 (H): 0.323, atom 36 (O): -0.696, atom 37 (H): 0.323, atom 38 (H): 0.333, atom 39 (O): -0.598, atom 40 (H): 0.333, atom 41 (H): 0.342, atom 42 (O): -0.650, atom 43 (H): 0.333, atom 44 (H): 0.288, atom 45 (O): -0.443, atom 46 (H): 0.174, atom 47 (H): 0.284, atom 48 (O): -0.574, atom 49 (H): 0.307, atom 50 (H): 0.304, atom 51 (O): -0.678, atom 52 (H): 0.161, atom 53 (H): -0.098, atom 54 (O): -0.652, atom 55 (H): 0.333, atom 56 (H): 0.329, atom 57 (O): -0.601, atom 58 (H): 0.214, atom 59 (H): 0.307

=====

Model two:
Here is a cluster of 20 separate species, H39O20 in total from the Open Molecules 2025 dataset. Energies are from wB97M-V/def2-TZVPD.

Geometry (Å):
O  2.84  0.44  2.28
H  0.68  -1.45  3.91
O  4.65  -2.64  -1.17
H  4.65  -3.38  -1.78
H  4.28  -2.15  -1.91
O  -2.63  4.52  -1.16
H  -4.59  0.13  1.34
H  -1.84  4.44  -1.75
O  -1.33  1.96  1.57
H  -2.12  1.97  2.21
H  -2.14  -0.65  0.47
O  -2.80  -0.81  1.24
H  4.18  0.72  -3.39
H  -2.28  5.02  -0.24
O  -3.72  1.74  -2.42
H  2.52  1.33  2.60
H  -1.39  1.15  1.10
O  2.61  -3.58  -3.28
H  1.77  -3.39  -3.39
H  2.99  -4.39  -3.11
O  -3.50  -1.16  -2.80
H  -3.57  1.60  -1.52
H  1.96  -0.30  -2.03
O  1.54  3.34  3.25
H  1.02  2.59  3.82
H  1.35  4.24  3.58
O  -0.87  -0.95  -0.48
H  -0.22  -1.56  -0.96
H  0.78  -1.01  -2.64
O  3.46  0.29  -3.63
H  -0.09  0.40  -0.16
H  2.83  -0.28  -3.79
O  0.05  -0.77  4.32
H  3.38  -2.57  0.52
H  -4.63  2.17  -2.51
O  0.42  1.22  -0.29
H  0.72  1.31  0.64
H  -2.51  -0.76  -2.94
O  -4.79  1.05  1.64
H  -3.78  -0.23  -2.88
H  -5.12  1.37  0.78
O  -1.44  -4.14  1.26
H  -2.22  -3.88  1.23
H  -0.91  -3.56  0.82
O  -1.08  0.46  -3.33
H  -0.14  0.66  -3.34
H  4.32  -1.94  2.07
O  2.57  -2.67  1.09
H  -1.44  0.79  -2.52
H  2.43  -3.66  1.01
O  1.70  -1.00  -2.69
H  -3.10  -1.78  1.02
H  -0.49  -0.33  3.72
O  -2.02  4.33  1.85
H  -2.42  3.51  1.48
H  -1.10  4.22  1.52
O  4.35  -1.56  3.01
H  3.82  -0.73  2.84
H  2.10  -0.22  2.11

The spin multiplicity is 1. Its total charge is -1.

The computed Mulliken charges, all in e, follow: atom 1 (O): -0.671, atom 2 (H): 0.324, atom 3 (O): -0.656, atom 4 (H): 0.294, atom 5 (H): 0.310, atom 6 (O): -0.643, atom 7 (H): 0.338, atom 8 (H): 0.309, atom 9 (O): -0.320, atom 10 (H): 0.341, atom 11 (H): 0.365, atom 12 (O): -0.674, atom 13 (H): 0.239, atom 14 (H): 0.348, atom 15 (O): -0.646, atom 16 (H): 0.291, atom 17 (H): 0.049, atom 18 (O): -0.531, atom 19 (H): 0.226, atom 20 (H): 0.280, atom 21 (O): -0.676, atom 22 (H): 0.295, atom 23 (H): 0.409, atom 24 (O): -0.678, atom 25 (H): 0.338, atom 26 (H): 0.283, atom 27 (O): -0.610, atom 28 (H): -0.118, atom 29 (H): 0.191, atom 30 (O): -0.585, atom 31 (H): 0.309, atom 32 (H): 0.373, atom 33 (O): -0.648, atom 34 (H): 0.369, atom 35 (H): 0.283, atom 36 (O): -0.625, atom 37 (H): 0.241, atom 38 (H): 0.445, atom 39 (O): -0.626, atom 40 (H): 0.344, atom 41 (H): 0.280, atom 42 (O): -0.570, atom 43 (H): 0.237, atom 44 (H): 0.305, atom 45 (O): -0.706, atom 46 (H): 0.359, atom 47 (H): 0.282, atom 48 (O): -0.517, atom 49 (H): 0.262, atom 50 (H): 0.234, atom 51 (O): -0.646, atom 52 (H): 0.229, atom 53 (H): 0.321, atom 54 (O): -0.713, atom 55 (H): 0.371, atom 56 (H): 0.322, atom 57 (O): -0.687, atom 58 (H): 0.451, atom 59 (H): 0.297

=====

In terms of stability, model one leads; the second structure lies 4.913 eV higher.

=====

Model one:
Here is the ion C3H10NOS with charge +1 from the Open Molecules 2025 dataset. Energies are from wB97M-V/def2-TZVPD.

Geometry (Å):
N  -1.56  0.30  0.02
C  0.14  0.32  0.11
C  0.78  0.21  -1.20
O  0.16  1.09  -2.06
C  0.56  -0.94  1.02
S  0.05  -0.90  2.84
H  -2.01  0.88  0.66
H  -1.85  -0.66  0.33
H  -1.94  0.50  -1.03
H  0.41  1.28  0.71
H  1.89  0.36  -1.12
H  0.62  -0.81  -1.59
H  0.49  1.10  -2.92
H  1.59  -1.25  0.71
H  0.00  -1.80  0.52
H  0.68  0.32  3.00

The spin multiplicity is 1. Its total charge is +1. As for the structure (SMILES): [NH3+][C@H](CO)CS.

The computed Mulliken charges, all in e, follow: atom 1 (N): -0.413, atom 2 (C): 0.244, atom 3 (C): -0.675, atom 4 (O): -0.508, atom 5 (C): -0.980, atom 6 (S): -0.123, atom 7 (H): 0.321, atom 8 (H): 0.384, atom 9 (H): 0.404, atom 10 (H): 0.333, atom 11 (H): 0.369, atom 12 (H): 0.327, atom 13 (H): 0.328, atom 14 (H): 0.406, atom 15 (H): 0.413, atom 16 (H): 0.169

=====

Model two:
Here is the ion C3H10NOS with charge +1 from the Open Molecules 2025 dataset. Energies are from wB97M-V/def2-TZVPD.

Geometry (Å):
N  0.67  0.77  0.90
C  -0.24  0.37  -0.28
C  -1.45  1.33  -0.28
O  -0.95  2.61  -0.13
C  -0.43  -1.13  -0.23
S  1.20  -2.01  -0.06
H  1.57  0.28  1.03
H  0.12  0.50  1.74
H  0.93  1.76  0.79
H  0.42  0.65  -1.10
H  -1.93  1.16  -1.25
H  -2.09  1.01  0.56
H  -1.65  3.27  -0.14
H  -0.83  -1.40  -1.21
H  -1.17  -1.60  0.41
H  0.79  -3.31  -0.19

The spin multiplicity is 1. Its total charge is +1. As for the structure (SMILES): [NH3+][C@H](CO)CS.

The computed Mulliken charges, all in e, follow: atom 1 (N): -0.330, atom 2 (C): -0.105, atom 3 (C): -0.548, atom 4 (O): -0.510, atom 5 (C): -0.783, atom 6 (S): -0.240, atom 7 (H): 0.347, atom 8 (H): 0.353, atom 9 (H): 0.364, atom 10 (H): 0.375, atom 11 (H): 0.342, atom 12 (H): 0.363, atom 13 (H): 0.331, atom 14 (H): 0.416, atom 15 (H): 0.432, atom 16 (H): 0.191

=====

In terms of stability, model two leads; the second structure lies 0.902 eV higher.

=====

Model one:
Here is a structure of composition C2HBrClFO from the Open Molecules 2025 dataset. Energies are from wB97M-V/def2-TZVPD.

Geometry (Å):
C  0.29  -0.09  -0.70
C  1.62  -0.76  -0.40
O  -0.26  -0.07  -1.73
F  2.14  -1.21  -1.74
Cl  1.58  -1.98  0.87
Br  2.63  0.80  0.13
H  -0.13  0.41  0.15

The spin multiplicity is 1. Its total charge is 0.

The computed Mulliken charges, all in e, follow: atom 1 (C): -0.249, atom 2 (C): 0.596, atom 3 (O): -0.361, atom 4 (F): -0.223, atom 5 (Cl): -0.084, atom 6 (Br): -0.053, atom 7 (H): 0.374

=====

Model two:
Here is an isolated molecule of C2HBrClFO from the Open Molecules 2025 dataset. Energies are from wB97M-V/def2-TZVPD.

Geometry (Å):
O  -1.43  0.25  -1.20
C  -0.92  0.24  -0.12
C  0.47  -0.41  0.09
F  0.89  -0.99  -1.00
Cl  0.84  -1.26  1.49
Br  1.52  1.45  0.10
H  -1.36  0.71  0.64

The spin multiplicity is 1. Its total charge is 0. As for the structure (SMILES): O=C[C@](F)(Cl)Br.

The computed Mulliken charges, all in e, follow: atom 1 (O): -0.399, atom 2 (C): -0.191, atom 3 (C): 0.488, atom 4 (F): -0.148, atom 5 (Cl): -0.077, atom 6 (Br): -0.149, atom 7 (H): 0.476

=====

In terms of stability, model two leads; the second structure lies 0.052 eV higher.

=====

Model one:
Here is a cluster of 3 separate species, C4H10O2 in total from the Open Molecules 2025 dataset. Energies are from wB97M-V/def2-TZVPD.

Geometry (Å):
C  0.18  0.61  -0.05
C  -3.46  -0.52  -0.27
O  3.51  -1.00  0.99
C  -2.11  -0.52  0.04
C  -1.30  0.58  0.34
H  0.82  -0.35  0.10
H  0.33  0.87  -1.10
H  0.64  1.46  0.53
H  -4.17  0.30  -0.37
H  -3.71  -1.55  -0.52
H  2.82  -1.21  1.63
H  -1.53  -1.46  0.06
H  -1.67  1.59  0.30
H  3.61  1.00  -1.09
H  3.19  -0.33  0.23
O  2.83  0.52  -0.83

As for the expectation value of S²: 0.78. The spin multiplicity is 2. Its total charge is -1.

The computed Mulliken charges, all in e, follow: atom 1 (C): -0.714, atom 2 (C): -0.892, atom 3 (O): -0.784, atom 4 (C): 0.241, atom 5 (C): -0.502, atom 6 (H): 0.140, atom 7 (H): 0.238, atom 8 (H): 0.316, atom 9 (H): 0.323, atom 10 (H): 0.236, atom 11 (H): 0.233, atom 12 (H): 0.257, atom 13 (H): 0.293, atom 14 (H): 0.136, atom 15 (H): 0.480, atom 16 (O): -1.000

=====

Model two:
Here is a cluster of 2 separate species, C4H10O2 in total from the Open Molecules 2025 dataset. Energies are from wB97M-V/def2-TZVPD.

Geometry (Å):
C  -1.11  2.49  -0.09
C  0.23  1.83  -0.35
C  0.56  0.64  0.26
O  -0.40  -0.49  0.30
C  1.92  0.21  0.67
H  -1.29  3.21  -0.88
H  -1.91  1.74  -0.16
H  -1.18  3.04  0.86
H  0.89  2.20  -1.14
H  -0.20  -0.84  -0.59
H  2.60  -0.11  -0.15
H  2.46  1.00  1.20
H  1.86  -0.62  1.37
H  -0.97  -4.38  0.01
H  -2.17  -4.83  -0.76
O  -1.27  -5.11  -0.55

As for the expectation value of S²: 0.76. The spin multiplicity is 2. Its total charge is -1.

The computed Mulliken charges, all in e, follow: atom 1 (C): -1.059, atom 2 (C): -0.395, atom 3 (C): -0.813, atom 4 (O): -0.295, atom 5 (C): -1.045, atom 6 (H): 0.360, atom 7 (H): 0.260, atom 8 (H): 0.223, atom 9 (H): 0.541, atom 10 (H): 0.331, atom 11 (H): 0.307, atom 12 (H): 0.312, atom 13 (H): 0.306, atom 14 (H): 0.359, atom 15 (H): 0.341, atom 16 (O): -0.732

=====

Model three:
Here is a cluster of 2 separate species, C4H10O2 in total from the Open Molecules 2025 dataset. Energies are from wB97M-V/def2-TZVPD.

Geometry (Å):
C  -0.48  0.16  2.03
C  0.30  -0.25  0.80
C  -0.12  -0.89  -0.34
O  -1.55  -1.32  -0.51
C  0.72  -1.65  -1.28
H  -0.26  -0.44  2.96
H  -0.45  1.24  2.12
H  -1.56  -0.13  1.93
H  1.37  -0.51  0.91
H  -1.88  -1.02  -1.36
H  1.60  -1.06  -1.59
H  1.17  -2.44  -0.68
H  0.25  -2.29  -2.11
H  1.00  3.23  -1.14
H  -0.23  4.10  -0.91
O  0.12  3.24  -0.84

As for the expectation value of S²: 0.75. The spin multiplicity is 2. Its total charge is -1.

The computed Mulliken charges, all in e, follow: atom 1 (C): -1.231, atom 2 (C): -0.883, atom 3 (C): 0.391, atom 4 (O): -0.237, atom 5 (C): -1.329, atom 6 (H): 0.354, atom 7 (H): 0.487, atom 8 (H): 0.225, atom 9 (H): 0.214, atom 10 (H): 0.234, atom 11 (H): 0.394, atom 12 (H): 0.319, atom 13 (H): 0.419, atom 14 (H): 0.593, atom 15 (H): 0.679, atom 16 (O): -1.629

=====

In terms of stability, model one leads; the second structure lies 0.753 eV higher.